Formula: C43H49AsN2OP2Si2V
Source: the Open Molecules 2025 dataset
Level of theory: ωB97M-V/def2-TZVPD

Output
Largest force on an atom in eV Å⁻¹: 5.71
LUMO level in eV: -11.326
Electronic energy in Eh: -6293.10152
Charge: +3
Gap between HOMO and LUMO in eV: 4.877
Relative energy (zero: lowest compared OMol25 entry of this formula, charge and spin) in eV: 0.5856
HOMO level in eV: -16.2030

Element x y z (Å)
V  11.227  12.299  13.101
O  9.791  10.104  11.587
N  10.719  11.184  11.646
C  10.861  11.689  10.377
C  12.114  11.659  9.729
C  12.176  11.291  8.371
C  13.370  11.274  7.672
C  14.521  11.608  8.432
C  14.471  12.012  9.716
C  13.251  12.113  10.396
P  13.258  12.813  12.116
C  13.654  14.569  11.974
C  13.463  15.353  13.078
C  13.929  16.688  13.145
C  14.572  17.202  12.098
C  14.692  16.457  10.925
C  14.265  15.138  10.839
C  14.799  11.954  12.753
C  15.779  12.740  13.386
C  16.993  12.197  13.832
C  17.268  10.838  13.618
C  16.371  10.151  12.785
C  15.153  10.677  12.410
H  10.218  9.434  12.168
H  9.973  12.063  9.833
H  11.267  10.937  7.900
H  13.443  10.937  6.607
H  15.547  11.581  8.032
H  15.426  12.262  10.234
H  13.077  14.860  13.991
H  13.820  17.197  14.114
H  14.946  18.198  12.048
H  15.104  16.948  10.040
H  14.472  14.548  9.930
H  15.530  13.732  13.724
H  17.733  12.866  14.423
H  18.174  10.430  13.989
H  16.628  9.132  12.455
H  14.463  9.968  11.945
C  9.695  14.765  10.351
Si  8.412  14.206  11.665
C  7.248  12.729  10.944
C  7.365  15.807  11.945
As  9.301  13.538  13.770
Si  9.798  15.565  14.889
C  11.102  14.979  16.184
C  8.124  16.247  15.552
C  10.580  16.957  13.898
H  9.262  15.423  9.622
H  10.071  13.950  9.703
H  10.518  15.316  10.768
H  6.226  12.854  11.329
H  7.521  11.656  11.150
H  7.180  12.821  9.855
H  6.817  16.108  11.058
H  8.054  16.689  12.182
H  6.621  15.767  12.689
H  10.930  13.899  16.429
H  11.061  15.529  17.069
H  12.126  15.122  15.792
H  7.399  15.449  15.650
H  7.602  16.889  14.803
H  8.361  16.786  16.499
H  10.993  16.637  12.954
H  11.346  17.437  14.469
H  9.741  17.628  13.613
N  11.605  11.554  14.678
P  11.384  10.376  15.757
C  12.732  10.468  16.957
C  12.715  9.575  17.995
C  13.657  9.692  18.987
C  14.759  10.569  18.858
C  14.829  11.420  17.741
C  13.800  11.359  16.769
C  11.306  8.739  14.987
C  12.382  8.525  14.126
C  12.509  7.320  13.400
C  11.515  6.369  13.538
C  10.481  6.517  14.473
C  10.487  7.626  15.317
C  9.748  10.465  16.547
C  8.638  10.266  15.726
C  7.409  10.256  16.304
C  7.178  10.588  17.671
C  8.347  10.899  18.393
C  9.651  10.733  17.891
H  11.964  8.795  18.056
H  13.527  9.101  19.857
H  15.514  10.552  19.653
H  15.731  11.949  17.437
H  13.819  12.019  15.850
H  13.114  9.321  14.134
H  13.319  7.149  12.685
H  11.502  5.598  12.820
H  9.713  5.764  14.497
H  9.791  7.683  16.084
H  8.821  10.003  14.672
H  6.600  10.074  15.636
H  6.155  10.704  18.003
H  8.294  11.329  19.361
H  10.522  10.861  18.543